This record from the Open Molecules 2025 dataset describes the molecule C2HNO2S at a distorted geometry. The level of theory is ωB97M-V/def2-TZVPD.

Element x y z (Å)
C 3.0676 -0.2451 -0.1100
C 1.6443 0.1777 0.1000
N 4.1262 -0.7307 -0.1635
O 1.1662 1.2402 0.3537
O 1.0172 -1.0658 0.0774
S -0.5978 -1.4219 -0.1322
H -0.8100 -0.0881 -0.6749

## Properties
- HOMO: -10.00 eV
- Total energy: -18508.2420 eV
- Gap between HOMO and LUMO: 9.55 eV
- Molar mass: 103.1 g/mol
- Net charge: 0
- Structure (SMILES): N#CC(=O)OS
- Relative energy (zero: lowest compared OMol25 entry of this formula, charge and spin): 59.42 kcal/mol
- LUMO level: -0.45 eV

---

This record from the Open Molecules 2025 dataset describes the molecule C2HNO4 at a distorted geometry. The level of theory is ωB97M-V/def2-TZVPD.

Element x y z (Å)
C -1.5646 -0.0612 -0.3276
C 0.9315 -0.4694 0.0174
N 1.6706 0.3743 0.8929
O -0.3890 -0.1531 0.4875
O -1.6114 -0.1302 -1.4967
O 1.3074 -1.4036 -0.5652
O 1.9760 1.4872 0.5650
H -2.3205 0.3559 0.4268

## Properties
- HOMO: -10.19 eV
- Total energy: -11766.5951 eV
- Gap between HOMO and LUMO: 8.98 eV
- Molar mass: 103.0 g/mol
- Net charge: 0
- Structure (SMILES): O=COC(=O)N=O
- Relative energy (zero: lowest compared OMol25 entry of this formula, charge and spin): 61.88 kcal/mol
- LUMO level: -1.20 eV

---

This record from the Open Molecules 2025 dataset describes the molecule C2HNOS at a distorted geometry. The level of theory is ωB97M-V/def2-TZVPD.

Element x y z (Å)
C 0.3607 0.5194 -0.0909
C 2.7785 -0.2103 0.0785
N 1.5029 -0.2736 0.1115
O 3.8566 -0.4406 -0.0742
S 0.3274 2.0951 0.0059
H -0.6498 0.1028 -0.3085

## Properties
- HOMO: -9.15 eV
- Total energy: -16461.6412 eV
- Gap between HOMO and LUMO: 8.71 eV
- Molar mass: 87.1 g/mol
- Net charge: 0
- Structure (SMILES): O=C=NC=S
- Relative energy (zero: lowest compared OMol25 entry of this formula, charge and spin): 20.58 kcal/mol
- LUMO level: -0.44 eV

---

This record from the Open Molecules 2025 dataset describes the molecule C2HNOS at a distorted geometry. The level of theory is ωB97M-V/def2-TZVPD.

Element x y z (Å)
C 0.2218 0.8326 -0.5706
C -0.2534 -0.9433 0.5721
N -0.1183 -0.2647 -1.0716
O -0.5500 -2.0031 0.9424
S 0.2317 0.6312 1.2116
H 0.4683 1.7473 -1.0840

## Properties
- HOMO: -9.70 eV
- Total energy: -16460.8933 eV
- Gap between HOMO and LUMO: 9.86 eV
- Molar mass: 87.1 g/mol
- Net charge: 0
- Structure (SMILES): O=C1N=CS1
- Relative energy (zero: lowest compared OMol25 entry of this formula, charge and spin): 37.82 kcal/mol
- LUMO level: 0.16 eV

---

This record from the Open Molecules 2025 dataset describes the ion C2HO5 with charge -1 at a distorted geometry. The level of theory is ωB97M-V/def2-TZVPD.

Element x y z (Å)
C -0.7831 0.8914 -0.0768
C -0.7533 -0.7833 -0.0326
O -1.8743 1.3539 0.1911
O 0.3103 1.4452 -0.2716
O 2.0479 -0.4990 0.1839
O 0.7154 -1.2642 -0.0493
O -1.5130 -1.6266 -0.0822
H 1.8501 0.4827 0.1375

## Properties
- HOMO: -5.07 eV
- Total energy: -12326.2062 eV
- Gap between HOMO and LUMO: 9.24 eV
- Molar mass: 105.0 g/mol
- Net charge: -1
- Structure (SMILES): O=C([O-])C(=O)OO
- Relative energy (zero: lowest compared OMol25 entry of this formula, charge and spin): 18.61 kcal/mol
- LUMO level: 4.17 eV

---

This record from the Open Molecules 2025 dataset describes the molecule C2N2O at a distorted geometry. The level of theory is ωB97M-V/def2-TZVPD.

Element x y z (Å)
C 0.0293 -0.8464 0.0389
C -1.0572 -0.1948 -0.0866
N 0.9882 -0.0318 0.0126
N 1.8275 0.7005 -0.0063
O -1.8764 0.6100 0.0366

## Properties
- HOMO: -9.97 eV
- Total energy: -7098.2384 eV
- Gap between HOMO and LUMO: 10.21 eV
- Molar mass: 68.0 g/mol
- Net charge: 0
- Relative energy (zero: lowest compared OMol25 entry of this formula, charge and spin): 6.47 kcal/mol
- LUMO level: 0.24 eV

---

This record from the Open Molecules 2025 dataset describes a cluster of 2 separate species, C2N2OS in total at a distorted geometry. The level of theory is ωB97M-V/def2-TZVPD.

Element x y z (Å)
C -1.1155 -0.3726 0.6491
C 1.0590 0.7602 -1.0858
N -1.9509 0.2533 1.1196
N 1.3806 1.6499 -1.7231
O 0.7459 -1.9296 1.2321
S 0.0220 -1.5754 0.0729

## Properties
- HOMO (spin up / spin down): -10.08 / -12.39 eV
- Total energy: -17930.1070 eV
- Gap between HOMO and LUMO (spin up / spin down): 9.83 / 7.25 eV
- Molar mass: 100.1 g/mol
- Net charge: 0
- Multiplicity: 3
- Relative energy (zero: lowest compared OMol25 entry of this formula, charge and spin): 75.49 kcal/mol
- LUMO level (spin up / spin down): -0.26 / -5.15 eV

---

This record from the Open Molecules 2025 dataset describes a cluster of 2 separate species, C2N2OS2 in total at a distorted geometry. The level of theory is ωB97M-V/def2-TZVPD.

Element x y z (Å)
C -1.9331 0.1327 -0.1153
C 1.8826 0.6892 0.1301
N -2.8346 0.7809 -0.4097
N -0.9820 -0.6544 0.2176
O 0.8096 0.9857 0.3794
S 3.2912 0.0725 -0.2150
S -0.2337 -2.0065 0.0129

## Properties
- HOMO (spin up / spin down): -9.40 / -9.34 eV
- Total energy: -28769.2644 eV
- Gap between HOMO and LUMO (spin up / spin down): 6.88 / 6.83 eV
- Molar mass: 132.2 g/mol
- Net charge: 0
- Structure (SMILES): N#CN=S.O=C=S
- Relative energy (zero: lowest compared OMol25 entry of this formula, charge and spin): 3.60 kcal/mol
- LUMO level (spin up / spin down): -2.52 / -2.51 eV

---

This record from the Open Molecules 2025 dataset describes a structure of composition C2N2S at a distorted geometry. The level of theory is ωB97M-V/def2-TZVPD.

Element x y z (Å)
C -0.5343 0.0078 -1.4548
C 0.6460 0.0395 2.1560
N -1.2822 -0.4740 -2.2365
N 0.9839 0.1906 1.0598
S 0.3771 1.1983 -0.8547

## Properties
- HOMO (spin up / spin down): -10.18 / -10.51 eV
- Total energy: -15883.4097 eV
- Gap between HOMO and LUMO (spin up / spin down): 9.71 / 5.68 eV
- Molar mass: 84.1 g/mol
- Net charge: 0
- Multiplicity: 3
- LUMO level (spin up / spin down): -0.47 / -4.83 eV

---

This record from the Open Molecules 2025 dataset describes a cluster of 2 separate species, C2N3O2S in total at a distorted geometry. The level of theory is ωB97M-V/def2-TZVPD.

Element x y z (Å)
C 0.3889 -0.3194 -0.4484
C -2.0658 -0.6099 -0.2090
N 1.3338 -0.8020 0.2931
N 2.2306 0.1764 0.7680
N 2.0394 1.3201 0.4112
O -2.1705 -1.6816 -0.5873
O -2.4199 0.4239 0.2454
S 0.6635 1.4925 -0.4729

## Properties
- HOMO: -4.17 eV
- Total energy: -21474.0191 eV
- Gap between HOMO and LUMO: 7.87 eV
- Molar mass: 130.1 g/mol
- Net charge: -1
- Relative energy (zero: lowest compared OMol25 entry of this formula, charge and spin): 8.37 kcal/mol
- LUMO level: 3.70 eV

---

Copy entry 2 word for word.
This record from the Open Molecules 2025 dataset describes the molecule C2HNO4 at a distorted geometry. The level of theory is ωB97M-V/def2-TZVPD.

Element x y z (Å)
C -1.5646 -0.0612 -0.3276
C 0.9315 -0.4694 0.0174
N 1.6706 0.3743 0.8929
O -0.3890 -0.1531 0.4875
O -1.6114 -0.1302 -1.4967
O 1.3074 -1.4036 -0.5652
O 1.9760 1.4872 0.5650
H -2.3205 0.3559 0.4268

## Properties
- HOMO: -10.19 eV
- Total energy: -11766.5951 eV
- Gap between HOMO and LUMO: 8.98 eV
- Molar mass: 103.0 g/mol
- Net charge: 0
- Structure (SMILES): O=COC(=O)N=O
- Relative energy (zero: lowest compared OMol25 entry of this formula, charge and spin): 61.88 kcal/mol
- LUMO level: -1.20 eV

---

Which of these has the lowest molar mass? C2N2O

---

What is the formula in the ninth record? C2N2S